Record 1
Entry from OMol25: the ion C4H9N2O2 with charge -1 (ωB97M-V with the def2-TZVPD basis set).

Calculated values
molecular weight	117.13	g/mol
LUMO energy	3.778	eV
SMILES string	NCCNCC(=O)[O-]
total charge	-1
calculated total energy	-11370.5237	eV
relative energy (zero: lowest compared OMol25 entry of this formula, charge and spin)	61.93	kJ/mol

Geometry (Å):
N (-0.75959, -2.46943, 1.06098)
C (-0.96167, -1.60108, -0.08824)
C (0.17846, -0.58430, -0.17180)
N (-0.22478, 0.57370, -0.93084)
C (0.83038, 1.60054, -0.94118)
C (0.94034, 2.41985, 0.38717)
O (1.71458, 3.39834, 0.35471)
O (0.26186, 1.99513, 1.35665)
H (-0.57548, -1.95451, 1.91107)
H (-1.51648, -3.11719, 1.24936)
H (-0.90546, -2.22170, -0.98204)
H (-1.91358, -1.06661, -0.05958)
H (0.54919, -0.34599, 0.82300)
H (1.02102, -1.07610, -0.67845)
H (-1.01072, 1.01465, -0.46070)
H (0.59132, 2.33566, -1.70902)
H (1.78061, 1.09905, -1.12109)

---

Record 2
Entry from OMol25: a structure of composition C4H9N2O2 in a non-equilibrium geometry (ωB97M-V with the def2-TZVPD basis set).

Calculated values
molecular weight	117.13	g/mol
LUMO energy	3.833	eV
total charge	-1
calculated total energy	-11368.4099	eV
relative energy (zero: lowest compared OMol25 entry of this formula, charge and spin)	265.88	kJ/mol

Geometry (Å):
C (0.22775, -0.87458, 0.27543)
N (-0.71024, -1.11507, -0.78060)
C (-2.12142, -1.48805, -0.57926)
O (-2.81719, -0.90780, -1.43677)
O (-2.36233, -2.34681, 0.26438)
C (0.37690, 0.65581, 0.56326)
C (0.82276, 1.37906, -0.71366)
N (1.63256, 0.59143, 1.45134)
H (-0.14810, -1.40871, 1.14567)
H (1.20715, -1.20474, -0.07855)
H (-0.67565, -0.73990, -1.71174)
H (-0.65533, 0.93695, 0.80792)
H (0.02875, 1.94122, -1.20171)
H (1.58211, 2.10347, -0.40281)
H (1.25744, 0.69898, -1.44286)
H (1.29570, 0.27664, 2.36943)
H (1.05913, 1.50210, 1.47052)

---

Record 3
Entry from OMol25: the ion C4H9N2O2 with charge -1 in a non-equilibrium geometry (ωB97M-V with the def2-TZVPD basis set).

Calculated values
molecular weight	117.13	g/mol
LUMO energy	3.758	eV
SMILES string	O=CNCCNC[O-]
total charge	-1
calculated total energy	-11368.4240	eV
relative energy (zero: lowest compared OMol25 entry of this formula, charge and spin)	264.52	kJ/mol

Geometry (Å):
C (0.82807, -0.24688, -0.05863)
N (0.81174, -0.05605, -1.51325)
C (-0.14918, -1.04975, -2.23392)
O (-0.22514, -2.25125, -1.71660)
C (0.38483, 1.08774, 0.62350)
N (-0.27359, 0.90744, 1.91758)
C (-1.50503, 0.39458, 2.06487)
O (-1.86409, -0.28806, 3.01260)
H (-0.00954, -0.89791, 0.20398)
H (1.76303, -0.66203, 0.29102)
H (1.77304, -0.25757, -1.76614)
H (0.30075, -1.07677, -3.25520)
H (-1.10348, -0.46734, -2.17783)
H (-0.18982, 1.68397, -0.08168)
H (1.33015, 1.62623, 0.73680)
H (0.40228, 0.88214, 2.61833)
H (-2.27404, 0.67149, 1.33458)

---

Record 4
Entry from OMol25: the ion C4H9N2O2 with charge -1 in a non-equilibrium geometry (ωB97M-V with the def2-TZVPD basis set).

Calculated values
molecular weight	117.13	g/mol
LUMO energy	3.606	eV
SMILES string	C[C@H](CN)NC(=O)[O-]
total charge	-1
calculated total energy	-11370.1862	eV
relative energy (zero: lowest compared OMol25 entry of this formula, charge and spin)	94.50	kJ/mol

Geometry (Å):
C (0.66611, 0.25456, 1.70477)
N (0.65667, -0.36605, 3.06766)
C (-0.01429, -0.48852, 0.51600)
C (-1.35040, -1.14743, 1.08052)
N (-0.24098, 0.42621, -0.54161)
C (0.18902, 0.48898, -1.92537)
O (-0.34909, 1.53731, -2.41058)
O (0.80859, -0.43410, -2.46718)
H (1.67098, 0.54340, 1.35274)
H (0.05673, 1.13856, 1.88757)
H (-0.23326, -0.09990, 3.48417)
H (0.53260, -1.37170, 2.91615)
H (0.61096, -1.35854, 0.27876)
H (-2.25914, -0.79367, 0.54582)
H (-1.59756, -0.78003, 2.09580)
H (-1.15121, -2.22347, 0.95915)
H (-0.89283, 1.18313, -0.39898)

---

Record 5
Entry from OMol25: the ion C4H9N2O2 with charge +1 in a non-equilibrium geometry (ωB97M-V with the def2-TZVPD basis set).

Calculated values
molecular weight	117.13	g/mol
LUMO energy (spin up / spin down)	-4.848 / -4.848	eV
total charge	+1
calculated total energy	-11358.3681	eV
relative energy (zero: lowest compared OMol25 entry of this formula, charge and spin)	443.77	kJ/mol

Geometry (Å):
C (-1.35790, 0.77910, -0.67699)
C (0.73253, 0.88516, 0.73622)
C (-1.39316, -1.43264, 0.49145)
C (1.58383, 0.02580, -0.20971)
N (-0.39557, 1.44262, 0.13115)
N (-1.61490, -0.54361, -0.41356)
O (1.23567, -0.11071, -1.46864)
O (2.29820, -0.90001, 0.31292)
H (-1.72249, 1.21190, -1.58668)
H (0.58704, 0.16140, 1.63809)
H (1.26258, 1.88157, 0.96721)
H (-1.69096, -2.48697, 0.41080)
H (-1.04119, -1.05518, 1.43962)
H (-0.51811, 2.48025, 0.27501)
H (-2.09497, -0.86684, -1.22244)
H (1.67230, -0.73393, -2.02758)
H (2.45710, -0.73790, 1.20313)

---

Record 6
Entry from OMol25: the ion C4H9N2O2 with charge +1 in a non-equilibrium geometry (ωB97M-V with the def2-TZVPD basis set).

Calculated values
molecular weight	117.13	g/mol
LUMO energy	-4.084	eV
SMILES string	CN1C(=O)CO[C@H]1[NH3+]
total charge	+1
calculated total energy	-11360.1029	eV
relative energy (zero: lowest compared OMol25 entry of this formula, charge and spin)	276.39	kJ/mol

Geometry (Å):
C (0.26911, -0.79870, 1.18689)
C (-1.05882, -1.49723, 0.86551)
C (-0.21980, -0.03070, -0.98581)
C (1.95370, 0.38156, 0.17218)
N (0.60442, -0.00078, 0.08696)
N (-1.12208, 1.20095, -1.03960)
O (0.84972, -0.71151, 2.21104)
O (-1.42733, -1.09178, -0.44830)
H (-0.90712, -2.58613, 0.87003)
H (-1.80565, -0.96958, 1.45726)
H (0.04757, -0.38821, -1.91410)
H (2.11032, 0.77155, 1.13869)
H (2.68933, -0.30123, -0.22844)
H (2.17964, 1.30816, -0.40875)
H (-0.74774, 2.17293, -1.31551)
H (-1.43526, 1.59684, -0.05842)
H (-1.98000, 0.94387, -1.58962)

---

Record 7
Entry from OMol25: the ion C4H9N2O2 with charge +1 in a non-equilibrium geometry (ωB97M-V with the def2-TZVPD basis set).

Calculated values
molecular weight	117.13	g/mol
LUMO energy (spin up / spin down)	-2.964 / -8.213	eV
total charge	+1
<S²>	2.008
calculated total energy	-11355.6525	eV
multiplicity	3
relative energy (zero: lowest compared OMol25 entry of this formula, charge and spin)	216.39	kJ/mol

Geometry (Å):
C (0.93228, -0.64001, 1.11260)
C (1.90397, 0.13071, 1.97990)
C (-0.84298, -1.24224, -1.22438)
C (-1.31137, 1.13951, -1.36891)
N (-0.74123, 0.06949, -0.66599)
N (-0.13092, 0.40038, 0.49726)
O (0.83384, -1.71747, 0.72319)
O (-0.04199, 1.54304, 0.90639)
H (2.47865, 0.70591, 1.32178)
H (2.56687, -0.55941, 2.57933)
H (1.44111, 0.54572, 2.88592)
H (-0.04865, -1.44754, -1.81326)
H (-1.03168, -2.01682, -0.52133)
H (-1.70573, -1.39332, -1.83622)
H (-1.61619, 0.96706, -2.50920)
H (-2.14369, 1.56242, -0.72061)
H (-0.54227, 1.95255, -1.34648)

---

Record 8
Entry from OMol25: the ion C4H9N2O2 with charge +1 in a non-equilibrium geometry (ωB97M-V with the def2-TZVPD basis set).

Calculated values
molecular weight	117.13	g/mol
LUMO energy (spin up / spin down)	-2.975 / -8.234	eV
total charge	+1
<S²>	2.010
calculated total energy	-11356.1724	eV
multiplicity	3
relative energy (zero: lowest compared OMol25 entry of this formula, charge and spin)	166.22	kJ/mol

Geometry (Å):
C (0.31449, -1.49810, 0.49122)
C (-0.13748, -2.26151, 1.70278)
C (0.30396, 0.52793, -1.87994)
C (-0.27573, 2.24082, -0.13028)
N (0.02672, 0.89282, -0.48479)
N (-0.15698, -0.06247, 0.56801)
O (1.02427, -1.89278, -0.38524)
O (-0.52737, 0.37518, 1.63002)
H (0.03277, -3.23075, 1.27295)
H (-1.13647, -1.89441, 1.74002)
H (0.54559, -2.01862, 2.55831)
H (-0.38810, -0.18391, -2.19219)
H (0.16420, 1.23389, -2.74647)
H (1.28086, -0.10660, -1.95901)
H (0.20047, 2.85136, -0.89775)
H (-1.39218, 2.43882, -0.10727)
H (0.12097, 2.58835, 0.81963)

---

Record 9
Entry from OMol25: a cluster of 2 separate species, C4H9N2O4S3 in total in a non-equilibrium geometry (ωB97M-V with the def2-TZVPD basis set).

Calculated values
molecular weight	245.33	g/mol
LUMO energy	3.025	eV
total charge	-1
calculated total energy	-47968.0227	eV
relative energy (zero: lowest compared OMol25 entry of this formula, charge and spin)	0.00	kJ/mol

Geometry (Å):
C (1.03106, 0.04620, -0.71239)
C (-0.09911, -2.51223, 0.33246)
C (2.04120, 2.77151, 1.43167)
C (-1.64344, -1.20850, -1.83488)
N (1.07704, 1.23760, -0.35904)
N (-0.28775, -1.12112, 0.52689)
O (-0.05123, 1.35290, 1.99773)
O (-0.34619, 3.18157, 0.29764)
O (-1.69360, 0.86919, -0.17270)
O (-2.76761, -1.16686, 0.59961)
S (1.62145, -0.90574, -1.81825)
S (0.40476, 2.08999, 0.83094)
S (-1.64718, -0.56845, -0.04290)
H (-0.03661, -2.77327, -0.85313)
H (0.80553, -2.74075, 0.73303)
H (-0.96571, -3.17500, 0.75386)
H (2.62784, 1.90987, 1.77919)
H (2.73380, 3.33723, 0.75606)
H (2.01694, 3.34863, 2.34619)
H (-0.70408, -1.61356, -2.20452)
H (-2.35767, -2.04089, -1.95831)
H (-1.75942, -0.31829, -2.42917)

---

Record 10
Entry from OMol25: a cluster of 2 separate species, C4H9N2OS in total in a non-equilibrium geometry (ωB97M-V with the def2-TZVPD basis set).

Calculated values
molecular weight	133.20	g/mol
LUMO energy	2.241	eV
total charge	-1
calculated total energy	-20153.3409	eV
relative energy (zero: lowest compared OMol25 entry of this formula, charge and spin)	531.35	kJ/mol

Geometry (Å):
O (-1.59398, 0.44320, -2.49341)
C (-1.45527, -0.34982, -1.44982)
C (-0.43507, -0.41602, -0.51894)
C (0.04974, -1.72807, 0.01484)
S (0.25803, -2.01847, 1.87584)
N (0.55105, 0.58442, -0.71693)
C (0.71675, 1.65250, 0.28954)
N (1.09612, 1.14282, 1.70500)
H (-2.13889, -1.25179, -1.46648)
H (-1.26407, -0.01870, 1.47526)
H (1.03098, -1.92644, -0.44863)
H (-0.70640, -2.50641, -0.27535)
H (0.37454, 0.89105, -1.61024)
H (-0.12018, 2.33749, 0.41827)
H (1.55437, 2.22868, -0.16335)
H (1.80689, 0.42104, 1.45153)
H (0.27538, 0.51453, 1.91286)

---

Record 11
Entry from OMol25: the ion C4H9N2OS with charge -1 in a non-equilibrium geometry (ωB97M-V with the def2-TZVPD basis set).

Calculated values
molecular weight	133.20	g/mol
LUMO energy	0.240	eV
total charge	-1
calculated total energy	-20152.7528	eV
relative energy (zero: lowest compared OMol25 entry of this formula, charge and spin)	588.09	kJ/mol

Geometry (Å):
C (-0.16214, -0.11817, 0.24822)
N (0.89652, 0.43569, -0.44398)
C (2.24664, 0.37078, 0.09545)
N (3.14526, 0.05027, -1.07930)
O (2.46435, -0.37612, 1.07010)
C (-1.51739, 0.36359, -0.23515)
C (-2.65168, -0.33294, 0.53028)
S (-4.18358, -0.32492, -0.39127)
H (-0.07222, 0.06337, 1.28409)
H (-0.18964, -1.19762, 0.26617)
H (2.59292, 1.36309, 0.41027)
H (3.35427, -0.94015, -0.85791)
H (2.48107, 0.03047, -1.84188)
H (-1.64050, 0.30765, -1.29138)
H (-1.58123, 1.41073, -0.02265)
H (-2.79683, 0.22722, 1.41240)
H (-2.38581, -1.33293, 0.84653)

---

Record 12
Entry from OMol25: a structure of composition C4H9N2OS2 in a non-equilibrium geometry (ωB97M-V with the def2-TZVPD basis set).

Calculated values
molecular weight	165.26	g/mol
LUMO energy	-3.552	eV
total charge	+1
calculated total energy	-30982.8486	eV
relative energy (zero: lowest compared OMol25 entry of this formula, charge and spin)	161.94	kJ/mol

Geometry (Å):
C (-0.35160, 1.70669, 0.54278)
C (0.03288, 0.53178, 0.99686)
C (1.26644, -0.08148, -1.32984)
C (-1.84463, -1.11431, 1.74394)
N (1.14760, 1.19625, -1.77501)
N (1.11419, -0.31028, 0.53846)
O (-0.73810, 2.66615, 0.01827)
S (0.15729, -1.32888, -1.85117)
S (-0.76196, 0.10637, 2.49161)
H (2.22192, -0.37118, -1.27458)
H (-1.51871, -1.33891, 0.80743)
H (-2.90706, -0.67556, 1.60597)
H (-1.80614, -2.02187, 2.33293)
H (1.89844, 1.77620, -2.10779)
H (0.82176, -1.26063, 0.50777)
H (2.06448, -0.15149, 0.86225)
H (0.24239, 1.39270, -2.12286)
H (-1.03922, -0.72155, -1.98702)